[1]
{"formula": "C35H31N7ORe", "method": "ωB97M-V with the def2-TZVPD basis set", "orbital_gap_ev": [5.2, 5.0], "fmax_ev_per_a": 0.6, "charge": 2, "multiplicity": 2, "lumo_ev": [-7.61, -7.80], "e_above_lowest_kj_mol": 213.9, "elements": ["Re", "C", "C", "C", "C", "C", "C", "N", "C", "C", "C", "C", "C", "C", "N", "N", "C", "C", "C", "C", "C", "N", "H", "H", "H", "H", "H", "H", "H", "H", "H", "H", "H", "H", "H", "C", "C", "C", "C", "C", "H", "H", "H", "H", "H", "C", "C", "C", "C", "C", "N", "C", "O", "N", "C", "C", "C", "C", "N", "C", "C", "C", "H", "H", "H", "H", "H", "H", "H", "H", "H", "H", "H", "H", "H"], "coordinates": [[-0.133, 0.284, -0.051], [1.272, 5.524, -0.352], [0.552, 5.176, 0.784], [0.475, 3.849, 1.178], [1.117, 2.878, 0.419], [1.844, 3.213, -0.715], [1.922, 4.546, -1.094], [1.035, 1.495, 0.818], [1.706, 1.072, 1.990], [2.734, 1.743, 2.625], [3.279, 1.164, 3.767], [2.809, -0.046, 4.275], [1.770, -0.712, 3.647], [1.240, -0.140, 2.502], [0.164, -0.632, 1.737], [-0.586, -1.533, 2.206], [-1.661, -1.761, 1.371], [-2.596, -2.738, 1.682], [-3.676, -2.906, 0.840], [-3.805, -2.082, -0.278], [-2.857, -1.118, -0.524], [-1.785, -0.953, 0.283], [1.340, 6.562, -0.649], [0.059, 5.940, 1.370], [-0.069, 3.566, 2.072], [2.366, 2.435, -1.265], [2.511, 4.835, -1.956], [3.102, 2.687, 2.249], [4.087, 1.673, 4.274], [3.257, -0.463, 5.165], [1.379, -1.649, 4.020], [-2.452, -3.333, 2.572], [-4.420, -3.663, 1.048], [-4.641, -2.188, -0.955], [-2.926, -0.458, -1.378], [0.333, -1.484, -2.082], [1.183, -1.026, -3.037], [2.409, -0.556, -2.422], [2.320, -0.742, -1.087], [0.989, -1.340, -0.764], [-0.621, -1.963, -2.250], [1.005, -1.037, -4.105], [3.243, -0.136, -2.967], [3.058, -0.488, -0.340], [0.974, -2.238, -0.145], [6.869, 0.024, -4.613], [5.528, 0.704, -4.600], [4.506, 0.304, -5.457], [3.260, 0.916, -5.454], [3.016, 1.960, -4.571], [1.749, 2.585, -4.448], [0.699, 2.501, -5.316], [0.701, 1.985, -6.401], [-0.469, 3.126, -4.793], [-1.016, 2.851, -3.554], [-2.107, 3.580, -3.076], [-2.641, 3.283, -1.836], [-2.088, 2.271, -1.082], [-1.046, 1.548, -1.541], [-0.532, 1.819, -2.748], [4.029, 2.389, -3.722], [5.266, 1.765, -3.736], [7.093, -0.388, -5.595], [6.896, -0.800, -3.897], [7.665, 0.717, -4.344], [4.691, -0.498, -6.161], [2.500, 0.606, -6.156], [1.678, 3.305, -3.745], [-1.109, 3.431, -5.513], [-2.531, 4.375, -3.677], [-3.483, 3.840, -1.450], [-2.477, 2.024, -0.101], [0.281, 1.190, -3.069], [3.859, 3.228, -3.055], [6.048, 2.124, -3.079]]}


[2]
{"formula": "C35H32AsBrIrN5O4", "method": "ωB97M-V with the def2-TZVPD basis set", "orbital_gap_ev": 7.0, "fmax_ev_per_a": 0.8, "charge": 2, "lumo_ev": -6.20, "e_above_lowest_kj_mol": 0.0, "elements": ["Ir", "O", "C", "N", "C", "O", "C", "C", "C", "C", "C", "N", "C", "C", "C", "C", "C", "N", "H", "H", "H", "H", "H", "H", "H", "H", "C", "O", "C", "C", "C", "Br", "C", "C", "C", "O", "C", "N", "C", "C", "C", "C", "C", "C", "N", "H", "H", "H", "H", "H", "H", "H", "H", "H", "H", "H", "C", "As", "C", "C", "C", "C", "C", "C", "C", "C", "H", "H", "H", "H", "H", "H", "H", "H", "H", "H", "H", "H", "H"], "coordinates": [[0.685, 1.081, 1.241], [-2.040, 2.598, 3.783], [-1.185, 2.457, 2.960], [-0.188, 1.484, 2.956], [0.421, 1.000, 4.105], [-0.087, 0.796, 5.168], [1.913, 0.914, 3.843], [2.838, 0.736, 4.846], [4.186, 0.857, 4.530], [4.548, 1.154, 3.224], [3.562, 1.290, 2.264], [2.268, 1.169, 2.568], [-0.920, 3.423, 1.833], [-1.603, 4.610, 1.677], [-1.168, 5.492, 0.699], [-0.066, 5.155, -0.077], [0.558, 3.938, 0.131], [0.132, 3.092, 1.070], [2.486, 0.534, 5.848], [4.942, 0.735, 5.294], [5.584, 1.276, 2.942], [3.799, 1.498, 1.228], [-2.440, 4.823, 2.329], [-1.671, 6.438, 0.551], [0.314, 5.828, -0.832], [1.419, 3.630, -0.448], [-3.232, -0.270, 2.552], [-2.256, 0.050, 1.550], [-2.568, -0.190, 0.264], [-3.713, -0.856, -0.127], [-3.972, -1.088, -1.476], [-5.524, -2.028, -1.971], [-3.101, -0.640, -2.432], [-1.937, 0.048, -2.051], [-1.636, 0.277, -0.693], [-0.541, 0.974, -0.366], [-1.061, 0.535, -3.102], [-0.022, 1.358, -2.943], [0.568, 1.629, -4.175], [1.653, 2.417, -4.537], [1.965, 2.453, -5.881], [1.225, 1.731, -6.830], [0.146, 0.949, -6.469], [-0.164, 0.916, -5.117], [-1.164, 0.253, -4.408], [-4.174, 0.238, 2.343], [-2.827, 0.091, 3.491], [-3.391, -1.349, 2.603], [-4.416, -1.209, 0.613], [-3.343, -0.804, -3.472], [0.211, 1.693, -2.017], [2.224, 2.977, -3.809], [2.799, 3.053, -6.215], [1.507, 1.792, -7.872], [-0.424, 0.396, -7.203], [-1.852, -0.363, -4.810], [2.778, -1.996, 1.775], [1.031, -1.391, 1.210], [-0.149, -2.362, 2.387], [0.885, -2.187, -0.582], [0.274, -3.557, -0.551], [1.082, -4.686, -0.450], [0.514, -5.951, -0.380], [-0.865, -6.098, -0.414], [-1.676, -4.976, -0.526], [-1.108, -3.714, -0.591], [2.845, -3.065, 1.570], [2.897, -1.832, 2.845], [3.567, -1.477, 1.234], [0.034, -3.431, 2.289], [-1.182, -2.138, 2.129], [0.049, -2.037, 3.409], [1.914, -2.232, -0.946], [0.331, -1.497, -1.214], [2.161, -4.581, -0.442], [1.150, -6.823, -0.308], [-1.306, -7.084, -0.364], [-2.752, -5.086, -0.569], [-1.743, -2.841, -0.685]]}


[3]
{"formula": "C35H32AsF6IN3Ru", "method": "ωB97M-V with the def2-TZVPD basis set", "orbital_gap_ev": [6.9, 6.6], "fmax_ev_per_a": 1.3, "charge": -1, "multiplicity": 5, "lumo_ev": [2.46, 0.92], "e_above_lowest_kj_mol": 19.0, "elements": ["Ru", "C", "N", "C", "C", "C", "C", "C", "N", "C", "C", "C", "C", "C", "C", "H", "H", "H", "H", "H", "H", "H", "H", "H", "H", "H", "I", "C", "C", "C", "C", "C", "N", "H", "H", "H", "H", "C", "C", "C", "C", "C", "C", "C", "C", "H", "H", "H", "H", "H", "F", "As", "F", "F", "F", "F", "F", "C", "C", "C", "C", "C", "C", "C", "C", "C", "C", "H", "H", "H", "H", "H", "H", "H", "H", "H", "H", "H", "H"], "coordinates": [[0.114, 0.663, -0.814], [-1.283, -0.214, 1.921], [-1.263, 0.292, 0.561], [-2.497, 0.768, -0.041], [-2.147, 1.260, -1.445], [-1.893, 2.431, -2.136], [-2.179, 2.184, -3.501], [-2.671, 0.903, -3.609], [-2.647, 0.350, -2.372], [-0.919, 0.809, 2.984], [0.374, 1.313, 3.105], [0.681, 2.248, 4.080], [-0.303, 2.698, 4.957], [-1.594, 2.203, 4.845], [-1.895, 1.265, 3.861], [-0.601, -1.062, 1.975], [-2.273, -0.601, 2.148], [-2.981, 1.545, 0.559], [-1.535, 3.354, -1.714], [-2.012, 2.867, -4.320], [-2.986, 0.338, -4.471], [1.133, 0.989, 2.403], [1.692, 2.635, 4.147], [-0.064, 3.428, 5.721], [-2.369, 2.545, 5.522], [-2.906, 0.876, 3.785], [1.188, 0.722, -3.207], [0.514, 2.568, -0.243], [1.397, 3.431, -0.906], [1.458, 4.762, -0.540], [0.658, 5.233, 0.491], [-0.172, 4.319, 1.115], [-0.251, 3.035, 0.755], [2.028, 3.063, -1.700], [2.133, 5.433, -1.061], [0.675, 6.272, 0.795], [-0.810, 4.615, 1.944], [-3.429, -0.570, -1.684], [-3.496, -0.388, -0.375], [-4.358, -1.104, 0.576], [-4.818, -0.497, 1.742], [-5.669, -1.172, 2.607], [-6.082, -2.463, 2.314], [-5.640, -3.073, 1.144], [-4.786, -2.402, 0.287], [-4.526, 0.521, 1.972], [-6.012, -0.686, 3.513], [-6.732, -2.994, 2.998], [-5.952, -4.083, 0.910], [-4.408, -2.887, -0.607], [-0.521, -1.673, -1.384], [-0.795, -3.371, -0.989], [0.147, -3.806, -2.360], [0.640, -3.350, -0.015], [-1.087, -5.024, -0.610], [-1.702, -2.868, 0.397], [-2.233, -3.311, -1.952], [3.199, -1.543, 1.505], [3.004, -0.596, 0.311], [3.387, -1.408, -0.950], [1.532, -0.239, 0.316], [3.883, 0.648, 0.447], [4.046, 1.521, -0.628], [4.837, 2.655, -0.526], [5.488, 2.956, 0.666], [5.331, 2.101, 1.747], [4.542, 0.961, 1.634], [2.628, -2.455, 1.323], [2.841, -1.103, 2.439], [4.252, -1.813, 1.619], [2.632, -2.175, -1.133], [4.355, -1.897, -0.794], [3.451, -0.783, -1.837], [0.947, -1.057, 0.748], [3.544, 1.315, -1.566], [4.944, 3.311, -1.385], [6.105, 3.842, 0.750], [5.823, 2.320, 2.688], [4.446, 0.317, 2.499]]}


[4]
{"formula": "C35H32Br6N6O6", "method": "ωB97M-V with the def2-TZVPD basis set", "orbital_gap_ev": 9.0, "fmax_ev_per_a": 1.7, "lumo_ev": -0.71, "e_above_lowest_kj_mol": 0.0, "elements": ["C", "Br", "Br", "Br", "H", "C", "Br", "Br", "Br", "H", "C", "C", "C", "C", "C", "C", "N", "O", "O", "H", "H", "H", "H", "H", "C", "C", "C", "C", "C", "C", "N", "O", "O", "H", "H", "H", "H", "H", "C", "C", "C", "C", "C", "C", "N", "O", "O", "H", "H", "H", "H", "H", "N", "C", "C", "C", "C", "C", "H", "H", "H", "H", "H", "N", "C", "C", "C", "C", "C", "H", "H", "H", "H", "H", "N", "C", "C", "C", "C", "C", "H", "H", "H", "H", "H"], "coordinates": [[-10.442, 19.978, -2.531], [-10.790, 19.275, -4.303], [-11.946, 19.703, -1.278], [-10.128, 21.895, -2.797], [-9.559, 19.462, -2.183], [-7.629, 15.343, -0.925], [-8.783, 13.907, -1.622], [-8.047, 15.676, 0.970], [-7.968, 16.983, -1.946], [-6.576, 15.105, -0.970], [-14.061, 20.220, 2.363], [-14.591, 20.053, 3.636], [-15.947, 19.852, 3.772], [-16.776, 19.791, 2.675], [-16.255, 19.966, 1.402], [-14.869, 20.125, 1.232], [-18.226, 19.747, 2.917], [-18.651, 20.045, 4.016], [-18.922, 19.410, 1.975], [-12.997, 20.404, 2.256], [-13.942, 20.241, 4.480], [-16.298, 19.757, 4.792], [-16.856, 20.050, 0.508], [-14.463, 20.161, 0.234], [-11.657, 14.379, -3.561], [-12.174, 15.665, -3.457], [-13.216, 15.913, -2.571], [-13.680, 14.867, -1.798], [-13.269, 13.543, -2.003], [-12.205, 13.303, -2.869], [-14.770, 15.146, -0.845], [-14.945, 16.312, -0.546], [-15.383, 14.206, -0.387], [-10.888, 14.252, -4.314], [-11.831, 16.388, -4.180], [-13.491, 16.944, -2.397], [-13.661, 12.737, -1.401], [-11.762, 12.339, -3.079], [-11.592, 15.594, 0.733], [-11.587, 14.404, 1.446], [-11.875, 14.474, 2.818], [-12.139, 15.688, 3.417], [-12.236, 16.848, 2.657], [-11.952, 16.799, 1.308], [-12.446, 15.741, 4.853], [-12.122, 14.779, 5.535], [-13.016, 16.730, 5.293], [-11.361, 15.610, -0.329], [-11.313, 13.480, 0.961], [-11.837, 13.530, 3.345], [-12.613, 17.771, 3.078], [-12.008, 17.708, 0.728], [-6.890, 20.244, -3.170], [-6.563, 20.263, -4.467], [-5.271, 20.055, -4.934], [-4.229, 19.897, -4.033], [-4.552, 19.991, -2.688], [-5.877, 20.152, -2.302], [-7.397, 20.376, -5.150], [-5.033, 20.100, -5.989], [-3.224, 19.739, -4.396], [-3.770, 19.872, -1.949], [-6.167, 20.158, -1.259], [-9.693, 21.717, 1.965], [-9.808, 20.480, 2.483], [-9.344, 19.343, 1.834], [-8.703, 19.500, 0.626], [-8.532, 20.764, 0.090], [-9.103, 21.836, 0.779], [-10.282, 20.491, 3.457], [-9.475, 18.364, 2.273], [-8.229, 18.664, 0.121], [-8.013, 20.949, -0.837], [-9.012, 22.846, 0.398], [-10.149, 20.757, -7.111], [-9.372, 20.826, -8.189], [-9.172, 22.031, -8.846], [-9.743, 23.169, -8.309], [-10.641, 23.091, -7.255], [-10.726, 21.853, -6.619], [-8.932, 19.884, -8.494], [-8.492, 22.181, -9.675], [-9.664, 24.080, -8.893], [-11.121, 24.004, -6.935], [-11.247, 21.792, -5.673]]}


[5]
{"formula": "C35H32IN3O5TeV", "method": "ωB97M-V with the def2-TZVPD basis set", "orbital_gap_ev": [5.8, 5.6], "fmax_ev_per_a": 2.4, "charge": 2, "multiplicity": 4, "lumo_ev": [-7.02, -7.39], "e_above_lowest_kj_mol": 350.9, "elements": ["V", "O", "C", "O", "C", "C", "C", "C", "C", "N", "C", "O", "O", "H", "H", "H", "H", "H", "I", "C", "C", "C", "C", "C", "N", "H", "H", "H", "H", "C", "C", "C", "C", "C", "C", "Te", "N", "C", "O", "C", "C", "C", "C", "C", "C", "C", "C", "C", "C", "C", "C", "C", "C", "C", "C", "H", "H", "H", "H", "H", "H", "H", "H", "H", "H", "H", "H", "H", "H", "H", "H", "H", "H", "H", "H", "H", "H", "H"], "coordinates": [[0.390, 1.393, 0.861], [-3.058, 3.413, 0.535], [-1.823, 3.026, 0.576], [-1.477, 1.837, 0.704], [-0.738, 3.993, 0.444], [-0.759, 5.374, 0.322], [0.458, 6.039, 0.215], [1.653, 5.323, 0.198], [1.590, 3.941, 0.304], [0.417, 3.304, 0.450], [2.634, 2.901, 0.300], [3.902, 3.105, 0.099], [2.232, 1.749, 0.500], [-3.681, 2.675, 0.641], [-1.702, 5.905, 0.316], [0.476, 7.117, 0.136], [2.601, 5.837, 0.106], [4.144, 4.028, -0.055], [-2.013, -0.122, 3.071], [-0.484, 1.155, 3.755], [-0.334, 1.221, 5.131], [0.687, 1.991, 5.658], [1.497, 2.701, 4.787], [1.260, 2.605, 3.435], [0.297, 1.836, 2.899], [-1.010, 0.665, 5.764], [0.847, 2.031, 6.726], [2.309, 3.313, 5.152], [1.884, 3.158, 2.750], [-5.128, -3.458, -4.326], [-4.067, -2.885, -3.431], [-2.848, -3.529, -3.258], [-1.863, -3.042, -2.406], [-0.554, -3.784, -2.286], [-2.132, -1.836, -1.750], [-0.511, -1.209, -0.301], [0.781, -0.263, 1.241], [1.678, -0.819, 2.136], [2.366, -0.020, 2.766], [1.880, -2.282, 2.280], [0.860, -3.231, 2.203], [1.154, -4.578, 2.345], [2.460, -4.988, 2.572], [3.473, -4.046, 2.688], [3.184, -2.700, 2.552], [0.569, -0.141, -1.778], [-0.174, 0.702, -2.610], [0.430, 1.331, -3.684], [1.781, 1.121, -3.924], [2.518, 0.294, -3.091], [1.938, -0.359, -2.005], [2.772, -1.267, -1.145], [-3.351, -1.171, -1.868], [-3.698, 0.087, -1.111], [-4.297, -1.704, -2.738], [-4.838, -4.432, -4.715], [-5.315, -2.793, -5.170], [-6.068, -3.567, -3.784], [-2.651, -4.449, -3.797], [-0.621, -4.752, -2.778], [-0.281, -3.954, -1.245], [0.251, -3.218, -2.762], [-0.174, -2.932, 2.118], [0.358, -5.309, 2.296], [2.682, -6.040, 2.686], [4.486, -4.363, 2.896], [3.959, -1.951, 2.636], [-1.234, 0.833, -2.433], [-0.153, 1.963, -4.342], [2.259, 1.588, -4.775], [3.566, 0.123, -3.306], [3.599, -1.689, -1.713], [2.180, -2.089, -0.742], [3.198, -0.713, -0.305], [-2.868, 0.379, -0.471], [-4.577, -0.087, -0.484], [-3.937, 0.900, -1.799], [-5.242, -1.186, -2.860]]}


[6]
{"formula": "C35H32O2P", "method": "ωB97M-V with the def2-TZVPD basis set", "orbital_gap_ev": 4.7, "fmax_ev_per_a": 1.8, "charge": 1, "lumo_ev": -5.04, "e_above_lowest_kj_mol": 17.0, "elements": ["C", "O", "C", "C", "C", "C", "C", "C", "C", "C", "C", "C", "C", "C", "C", "C", "H", "H", "H", "H", "H", "H", "H", "H", "H", "H", "H", "H", "H", "H", "H", "C", "C", "C", "C", "P", "C", "C", "C", "C", "C", "C", "C", "C", "C", "C", "C", "C", "C", "C", "O", "C", "C", "H", "H", "H", "H", "H", "H", "H", "H", "H", "H", "H", "H", "H", "H", "H", "H", "H"], "coordinates": [[4.564, -3.313, -3.906], [4.155, -1.926, -3.943], [2.835, -1.631, -3.776], [2.460, -0.285, -4.015], [1.191, 0.161, -3.716], [0.197, -0.695, -3.168], [-1.113, -0.204, -2.826], [-2.317, -0.776, -3.296], [-3.579, -0.139, -3.089], [-4.755, -0.800, -3.378], [-4.749, -2.127, -3.854], [-6.025, -2.909, -3.959], [-3.524, -2.696, -4.230], [-2.338, -2.030, -3.987], [0.578, -2.052, -2.970], [1.856, -2.516, -3.246], [5.632, -3.316, -4.146], [4.403, -3.743, -2.905], [4.013, -3.895, -4.661], [3.211, 0.407, -4.389], [0.908, 1.193, -3.915], [-1.171, 0.724, -2.263], [-3.595, 0.867, -2.656], [-5.719, -0.308, -3.231], [-5.820, -3.984, -3.956], [-6.657, -2.694, -3.090], [-6.602, -2.673, -4.863], [-3.514, -3.691, -4.691], [-1.406, -2.501, -4.274], [-0.168, -2.753, -2.588], [2.100, -3.568, -3.073], [1.521, 3.915, -0.525], [1.119, 4.414, 0.715], [0.699, 3.551, 1.731], [0.658, 2.169, 1.478], [0.024, 0.946, 2.643], [1.437, -0.066, 3.125], [1.181, -1.322, 3.692], [2.255, -2.108, 4.123], [3.566, -1.649, 3.984], [3.813, -0.401, 3.412], [2.751, 0.399, 2.980], [-0.439, 1.777, 4.180], [-1.769, 2.156, 4.442], [-2.059, 2.932, 5.567], [-1.052, 3.295, 6.464], [0.245, 2.820, 6.268], [0.546, 2.041, 5.151], [-0.998, -0.142, 1.725], [-1.967, 0.333, 0.792], [-2.899, -0.314, 0.280], [1.091, 1.667, 0.239], [1.525, 2.539, -0.756], [1.834, 4.592, -1.316], [1.130, 5.490, 0.884], [0.406, 3.945, 2.708], [0.149, -1.671, 3.787], [2.060, -3.081, 4.567], [4.396, -2.266, 4.318], [4.832, -0.040, 3.296], [2.940, 1.378, 2.534], [-2.560, 1.830, 3.767], [-3.080, 3.253, 5.761], [-1.280, 3.917, 7.330], [1.022, 3.047, 6.995], [1.548, 1.624, 5.041], [-0.831, -1.224, 1.829], [-1.814, 1.398, 0.503], [1.081, 0.589, 0.055], [1.865, 2.139, -1.710]]}